Entry 1:
{
  "formula": "C2Cl3NS2",
  "method": "ωB97M-V/def2-TZVPD",
  "total_charge": 0,
  "fmax_ev_per_a": 3.356,
  "gap_ev": 8.5,
  "smiles": "ClC1=NSSC1(Cl)Cl",
  "homo_ev": -9.102,
  "e_tot_ev": -62800.536,
  "species": ["N", "Cl", "C", "C", "S", "Cl", "S", "Cl"],
  "coordinates": [[-0.33261, -0.84505, -1.78122], [0.90564, -0.48591, 1.84806], [-0.57802, -0.71019, -0.51157], [0.00064, 0.31656, 0.46661], [1.22089, 1.31342, -0.54252], [-1.04025, 1.51952, 1.28263], [1.15743, 0.02223, -2.25378], [-1.76306, -1.80380, 0.25043]]
}



Entry 2:
{
  "formula": "C2Cl4S",
  "method": "ωB97M-V/def2-TZVPD",
  "total_charge": 0,
  "fmax_ev_per_a": 2.910,
  "gap_ev": 8.5,
  "homo_ev": -9.485,
  "e_tot_ev": -62995.213,
  "species": ["C", "Cl", "C", "S", "Cl", "Cl", "Cl"],
  "coordinates": [[-0.45535, 1.22348, -1.40695], [-2.08667, 1.87758, -1.23509], [0.78457, -1.32781, 1.32744], [0.84117, 2.14082, -1.28519], [1.49042, -0.71137, 2.62020], [-0.12625, -2.75048, 1.73263], [-0.44790, -0.45222, -1.75304]]
}



Entry 3:
{
  "formula": "C2ClF2NO2",
  "method": "ωB97M-V/def2-TZVPD",
  "total_charge": 0,
  "fmax_ev_per_a": 5.059,
  "gap_ev": [7.9, 7.9],
  "smiles": "O=NC(=O)C(F)(F)Cl",
  "homo_ev": [-10.213, -10.226],
  "e_tot_ev": -25611.498,
  "species": ["C", "Cl", "N", "C", "F", "F", "O", "O"],
  "coordinates": [[-0.41424, -0.76250, -0.23568], [2.48399, -0.41559, -0.45321], [-1.40067, -0.02219, 0.04110], [0.98292, 0.43830, 0.17622], [0.95736, 1.62044, -0.33120], [0.92809, 0.54932, 1.48821], [-0.03108, -1.86788, -0.33719], [-2.02179, 0.89293, -0.44166]]
}



Entry 4:
{
  "formula": "C2ClF2OS",
  "method": "ωB97M-V/def2-TZVPD",
  "total_charge": -1,
  "fmax_ev_per_a": 3.267,
  "gap_ev": [7.7, 7.7],
  "homo_ev": [-4.439, -4.438],
  "e_tot_ev": -32913.047,
  "species": ["Cl", "C", "F", "F", "C", "O", "S"],
  "coordinates": [[-1.65188, -0.19881, -0.75112], [0.29531, 0.10076, 0.98486], [0.42521, 1.37416, -1.89018], [0.67913, -1.12825, -1.04396], [-0.03986, -0.19059, -0.46789], [0.99938, 0.99549, 1.41630], [-0.70729, -0.95277, 1.75199]]
}



Entry 5:
{
  "formula": "C2ClF3O",
  "method": "ωB97M-V/def2-TZVPD",
  "total_charge": 0,
  "fmax_ev_per_a": 3.321,
  "gap_ev": 9.9,
  "homo_ev": -10.297,
  "e_tot_ev": -24793.685,
  "species": ["F", "O", "F", "C", "C", "F", "Cl"],
  "coordinates": [[-0.86055, 0.02764, 1.39285], [0.51651, -1.28202, 0.31961], [-0.02657, 1.62151, -2.64497], [-0.07496, 1.22958, -1.39813], [-0.25378, -1.10455, 1.14008], [-0.75296, -1.98905, 1.98353], [1.45230, 1.49689, -0.79296]]
}



Entry 6:
{
  "formula": "C2ClNa4O10",
  "method": "ωB97M-V/def2-TZVPD",
  "total_charge": -1,
  "fmax_ev_per_a": 9.247,
  "gap_ev": 2.9,
  "homo_ev": -2.404,
  "e_tot_ev": -52724.230,
  "species": ["O", "Na", "O", "O", "O", "Cl", "O", "Na", "C", "O", "O", "C", "Na", "Na", "O", "O", "O"],
  "coordinates": [[10.35309, -1.65770, -15.25100], [11.43066, 0.21200, -14.35730], [11.73030, -0.39502, -16.24298], [16.23221, 0.76538, -12.66257], [13.82195, 1.20183, -14.65747], [14.13530, -0.15237, -14.78454], [16.67045, -0.95027, -11.22250], [16.43087, -0.93076, -16.43115], [16.86392, 0.19895, -11.81422], [15.15506, -0.30974, -13.80188], [12.02129, -2.39048, -16.39579], [11.48124, -1.48430, -15.76174], [16.69814, 1.10435, -14.26508], [12.81961, -2.85587, -14.76485], [12.93561, -0.76833, -14.38610], [14.64763, -0.44995, -16.04427], [17.74352, 0.90414, -11.37944]]
}



Entry 7:
{
  "formula": "C2CsFO",
  "method": "ωB97M-V/def2-TZVPD",
  "total_charge": 0,
  "fmax_ev_per_a": 4.003,
  "gap_ev": 4.5,
  "homo_ev": -5.764,
  "e_tot_ev": -7380.779,
  "species": ["F", "C", "Cs", "C", "O"],
  "coordinates": [[1.64089, -0.42721, -0.07457], [0.26604, -0.17976, 0.07650], [-0.84052, 3.41439, 0.10130], [-0.41967, -1.32020, 0.55636], [-0.64673, -1.48721, -0.65959]]
}



Entry 8:
{
  "formula": "C2F2N2S2",
  "method": "ωB97M-V/def2-TZVPD",
  "total_charge": 0,
  "fmax_ev_per_a": 1.917,
  "gap_ev": [6.2, 6.7],
  "homo_ev": [-8.349, -8.429],
  "e_tot_ev": -32153.109,
  "species": ["S", "F", "S", "C", "N", "F", "N", "C"],
  "coordinates": [[3.03759, 0.81667, 0.01920], [-2.48075, -0.65864, -0.03140], [1.18163, -1.49540, -0.03328], [-1.14899, -0.29939, 0.04232], [-0.36741, -1.37077, 0.02010], [-1.28759, 2.07365, -0.10794], [1.76286, -0.01524, -0.14580], [-0.69734, 0.94913, 0.23681]]
}



Entry 9:
{
  "formula": "C2F2O2S",
  "method": "ωB97M-V/def2-TZVPD",
  "total_charge": 0,
  "fmax_ev_per_a": 3.299,
  "gap_ev": 8.3,
  "homo_ev": -10.588,
  "e_tot_ev": -22433.939,
  "species": ["S", "O", "O", "C", "F", "C", "F"],
  "coordinates": [[-1.59813, 2.22668, 0.45984], [-0.04109, -2.02938, 0.25146], [0.41050, 1.47894, -1.24386], [0.91429, -1.66901, -0.25231], [1.67871, -0.67977, -0.19855], [-0.47645, 1.89580, -0.58408], [-0.88783, -1.22325, 1.56751]]
}



Entry 10:
{
  "formula": "C2F3InMgNO4S2",
  "method": "ωB97M-V/def2-TZVPD",
  "total_charge": 2,
  "fmax_ev_per_a": 4.904,
  "gap_ev": [5.8, 6.6],
  "spin_multiplicity": 2,
  "s_squared": 0.7582,
  "homo_ev": [-17.896, -18.779],
  "e_tot_ev": -52173.673,
  "species": ["O", "S", "S", "C", "F", "N", "F", "O", "O", "F", "In", "Mg", "O", "C"],
  "coordinates": [[-3.44434, 0.51021, -0.37595], [-0.62217, 0.57742, -1.85563], [0.75848, 0.09041, 0.58166], [-2.86823, -0.06658, 0.55182], [3.19273, -0.87241, 0.65824], [-0.01061, 1.16975, -0.27129], [2.35453, -0.79918, -1.32443], [0.99228, 0.54686, 1.94097], [-2.91722, -1.19891, 1.00716], [3.01550, 1.01960, -0.36470], [-1.35859, -1.50473, -0.69515], [-1.72918, 1.98352, -0.09933], [0.18175, -1.29649, 0.42010], [2.45506, -0.15949, -0.17348]]
}



Entry 11:
{
  "formula": "C2F3NO",
  "method": "ωB97M-V/def2-TZVPD",
  "total_charge": 0,
  "fmax_ev_per_a": 2.312,
  "gap_ev": 10.6,
  "homo_ev": -10.580,
  "e_tot_ev": -13757.427,
  "species": ["F", "F", "N", "C", "O", "C", "F"],
  "coordinates": [[-1.68137, 1.05646, 0.33986], [2.34072, 1.01698, -0.16627], [0.36290, -0.32628, 0.29078], [1.52826, 0.04585, 0.01626], [1.74954, -1.19776, 0.12585], [-2.07380, 0.23936, -0.65457], [-2.22624, -0.83460, 0.04810]]
}



Entry 12:
{
  "formula": "C2F6FeNO4S2",
  "method": "ωB97M-V/def2-TZVPD",
  "total_charge": 2,
  "fmax_ev_per_a": 5.138,
  "gap_ev": [8.5, 9.0],
  "spin_multiplicity": 6,
  "s_squared": 8.7674,
  "homo_ev": [-19.426, -20.763],
  "e_tot_ev": -84088.642,
  "species": ["F", "F", "O", "F", "Fe", "C", "C", "O", "O", "S", "S", "F", "F", "N", "O", "F"],
  "coordinates": [[3.86769, -0.78197, -0.35062], [-3.09064, -0.22951, 1.55616], [1.41188, -0.45254, -2.04825], [-4.08576, -0.00603, -0.33106], [0.55269, 2.33178, 0.93090], [-2.99199, 0.29493, 0.35150], [2.70934, -1.01474, 0.22295], [-0.50438, 0.79984, 0.99678], [-1.73887, -0.22954, -1.95086], [-1.48972, -0.40105, -0.51780], [1.41738, 0.00361, -0.67991], [-2.94320, 1.60541, 0.43588], [2.73701, -0.66392, 1.48696], [0.04503, -0.40165, 0.15257], [1.72315, 1.42457, -0.35906], [2.38039, -2.27919, 0.10388]]
}